DFT (ωB97M-V/def2-TZVPD) results for a molecular structure, H3N3O2 in a non-equilibrium geometry.

Each line ends with the natural charge from an NBO analysis.
CARTESIAN COORDINATES (ANGSTROEM)
N -9.95775 -0.69298 -0.19362  -1.491
N 6.10605 1.82837 -0.40538  -0.871
N 6.10403 0.02329 0.16324  0.557
O 6.43099 -0.76333 -0.69971  -0.438
O 5.68487 -0.06643 1.35599  -0.505
H -9.62734 -1.37736 -1.02762  0.239
H -10.76011 -1.18688 0.21649  0.252
H 6.01926 2.23532 0.59060  0.257

Atoms 1-6, force components in eV/Å:
N 0.904 -1.444 -2.017
N 0.140 -2.643 2.139
N -0.745 6.452 -0.047
O -0.573 -0.789 1.962
O 1.184 -2.030 -2.604
H -1.029 1.614 2.215

**Orbital gap**: 5.61 eV
**HOMO level**: 0.37 eV
**Net charge**: -2
**LUMO level**: 5.981 eV
**Spin multiplicity**: 1
**Energy relative to the best compared isomer or geometry (same formula, charge and spin)**: 62.56 kcal/mol